ORCA calculation (ωB97M-V with the def2-TZVPD basis set) on 5 unconnected molecules or ions with the total composition C28H68BFN4O11PS in a non-equilibrium geometry.

Structure (XYZ):
```
115
Properties=species:S:1:pos:R:3:forces:R:3:lowdin_charge:R:1
C 4.4438 1.3610 6.8824 -0.02 0.45 -0.11 -0.0243
C 3.5311 2.2589 6.4523 -0.33 -0.46 -0.86 -0.0906
B 1.9505 2.1759 6.7488 0.59 -0.90 -0.52 -0.8892
P 1.5229 3.9578 7.5952 1.05 0.44 0.21 0.7381
O 2.7199 4.6469 8.1988 0.04 0.12 0.10 -0.5408
O 1.0137 1.7702 5.6988 -0.30 0.16 -0.26 -0.0275
C -0.1110 1.2994 6.3717 0.40 -0.57 1.07 -0.1812
C 0.4715 0.6764 7.6752 0.92 -0.23 0.59 -0.8240
F 0.6011 -0.7274 7.5903 -0.30 -0.11 -0.27 -0.0615
S -0.5890 0.9628 9.1519 -0.46 0.11 -0.13 0.7795
O 1.7235 1.1492 7.8365 -0.72 0.35 -0.18 -0.0200
H 5.3337 1.7146 7.4024 0.80 -0.08 -1.22 0.0429
H 4.3327 0.2873 6.7719 -0.75 -0.12 1.32 0.0457
H 3.9080 3.1228 5.9100 0.19 0.88 1.35 0.0611
H 0.5376 3.7920 8.6035 -0.39 0.01 -0.30 -0.0329
H 0.9058 4.8555 6.6701 -0.41 -0.24 0.03 -0.0242
H -0.6344 0.5177 5.8277 -0.24 0.31 -0.24 0.0994
H -0.7782 2.0950 6.7233 -0.22 0.13 -0.40 0.1090
H 0.3923 0.8112 10.0420 0.19 -0.06 -0.03 -0.1287
C 3.6726 3.0183 -1.0924 0.07 -0.04 0.05 -0.1182
O 5.0180 3.1239 -0.6766 -0.15 0.03 -0.04 -0.1916
C 5.6150 4.3872 -0.9349 0.28 -0.02 -0.04 -0.2230
C 5.9150 5.1231 0.3527 -0.20 -0.08 0.15 -0.2225
N 4.6899 5.5563 1.0083 0.08 -0.02 -0.02 -0.0532
C 4.8785 6.0774 2.3611 -0.16 0.03 -0.10 -0.1998
C 5.3787 5.1170 3.4340 0.08 0.16 0.22 -0.2278
O 4.4623 4.1005 3.7653 0.06 0.00 -0.20 -0.1838
C 4.5089 2.9407 2.9577 -0.20 -0.12 0.19 -0.0899
H 3.3694 1.9823 -0.9506 0.02 -0.02 0.02 0.0828
H 3.0100 3.6587 -0.5007 -0.03 0.04 -0.07 0.0824
H 3.5645 3.2731 -2.1522 -0.03 0.02 -0.01 0.0836
H 4.9838 4.9950 -1.5902 -0.08 0.00 0.05 0.1199
H 6.5578 4.1974 -1.4576 -0.02 0.01 -0.02 0.1189
H 6.5245 6.0034 0.1251 0.02 0.00 0.02 0.1205
H 6.5104 4.4510 0.9863 0.11 0.03 -0.08 0.1079
H 4.0515 4.7728 1.0548 -0.01 -0.01 0.02 0.0700
H 3.9115 6.4611 2.6936 0.02 0.02 0.04 0.1190
H 5.5594 6.9340 2.3100 0.04 -0.02 -0.02 0.1141
H 5.5157 5.7000 4.3489 -0.01 -0.01 0.01 0.1259
H 6.3601 4.6885 3.1913 -0.05 -0.05 -0.11 0.1111
H 5.5190 2.7433 2.5863 0.00 0.04 -0.05 0.0896
H 3.8132 3.0068 2.1140 0.10 0.00 -0.08 0.0731
H 4.1924 2.1032 3.5797 0.02 0.02 0.04 0.0833
C -0.9152 -1.9274 5.1783 -0.07 -0.09 -0.16 -0.1082
O -1.3320 -1.0396 4.1502 0.01 -0.28 -0.03 -0.2087
C -0.2827 -0.6528 3.2694 -0.06 0.33 -0.03 -0.2120
C -0.5190 -1.2072 1.8828 -0.08 -0.18 0.08 -0.2135
N -0.3585 -2.6564 1.8549 -0.12 0.12 -0.11 -0.0471
C -0.7914 -3.2805 0.6131 0.11 -0.13 0.17 -0.2047
C -2.2703 -3.2039 0.2499 0.02 -0.12 -0.30 -0.2354
O -3.1151 -3.9425 1.1147 -0.03 0.18 0.01 -0.1918
C -3.5377 -3.2488 2.2783 -0.10 -0.22 0.02 -0.0929
H -1.7484 -2.0512 5.8686 -0.03 0.06 -0.02 0.0962
H -0.6459 -2.9134 4.7782 0.03 0.01 0.00 0.0810
H -0.0698 -1.5202 5.7258 0.07 -0.10 0.03 0.0654
H 0.6913 -0.9591 3.6583 -0.01 -0.06 0.01 0.1333
H -0.2866 0.4391 3.2172 0.06 0.00 0.04 0.1249
H 0.1999 -0.7589 1.1901 0.00 0.00 -0.02 0.1212
H -1.5284 -0.8982 1.5744 0.05 0.13 -0.04 0.1055
H -0.8836 -3.0556 2.6217 0.06 -0.01 0.06 0.0710
H -0.5250 -4.3392 0.6740 -0.01 -0.01 -0.08 0.1184
H -0.2090 -2.8534 -0.2108 -0.02 0.03 -0.01 0.1115
H -2.3844 -3.6633 -0.7379 -0.01 -0.02 0.01 0.1085
H -2.6246 -2.1708 0.1498 0.00 0.02 0.15 0.1107
H -3.6346 -2.1756 2.0992 0.06 0.02 0.01 0.0901
H -2.8599 -3.4158 3.1185 0.03 0.13 0.01 0.0743
H -4.5136 -3.6460 2.5599 -0.01 0.00 -0.04 0.0853
C -5.5636 -4.8980 -1.4777 0.10 0.00 -0.11 -0.1052
O -5.5905 -5.3417 -2.8222 0.02 -0.01 0.13 -0.1961
C -6.8653 -5.3152 -3.4441 0.04 -0.17 -0.19 -0.2219
C -6.8897 -4.2635 -4.5313 0.05 0.18 0.10 -0.2179
N -6.8528 -2.9272 -3.9520 0.06 -0.03 -0.11 -0.0501
C -6.6276 -1.8511 -4.9096 -0.06 0.02 0.16 -0.2016
C -5.2796 -1.8085 -5.6205 -0.07 0.21 -0.18 -0.2265
O -4.1933 -1.5226 -4.7592 0.03 -0.17 -0.02 -0.1903
C -3.6227 -2.6442 -4.1058 0.12 0.19 0.06 -0.0877
H -4.5613 -5.0771 -1.0946 0.00 0.00 0.02 0.0797
H -5.7725 -3.8248 -1.4083 -0.09 -0.02 0.14 0.0817
H -6.2773 -5.4502 -0.8596 -0.04 0.05 0.01 0.0906
H -7.6651 -5.1438 -2.7179 0.05 0.09 0.05 0.1228
H -7.0273 -6.2983 -3.8966 -0.02 0.00 0.01 0.1199
H -7.8054 -4.3665 -5.1216 0.00 0.00 -0.02 0.1214
H -6.0341 -4.4596 -5.1929 -0.06 -0.08 -0.06 0.1078
H -6.1184 -2.8909 -3.2578 -0.03 -0.03 0.05 0.0666
H -6.7370 -0.9089 -4.3670 -0.01 0.03 -0.04 0.1189
H -7.4244 -1.8787 -5.6601 0.02 -0.04 -0.03 0.1168
H -5.3162 -0.9817 -6.3356 0.02 0.01 0.01 0.1204
H -5.0813 -2.7148 -6.2056 0.01 -0.08 0.12 0.1114
H -3.6900 -3.5484 -4.7158 -0.05 -0.03 0.02 0.0944
H -4.0864 -2.8262 -3.1326 -0.02 -0.11 -0.03 0.0692
H -2.5692 -2.4217 -3.9300 0.01 0.00 -0.04 0.0759
C -0.4886 -0.0226 -7.8585 0.01 0.10 0.04 -0.1210
O -0.6347 0.6952 -6.6522 0.07 -0.17 -0.10 -0.1921
C -1.2312 -0.0552 -5.5972 -0.14 0.23 0.22 -0.2166
C -0.2360 -0.3064 -4.4864 0.20 -0.03 -0.16 -0.2129
N 0.7987 -1.2425 -4.9067 -0.03 0.09 0.07 -0.0474
C 1.9162 -1.3657 -3.9750 -0.01 -0.13 -0.18 -0.1976
C 2.7942 -0.1410 -3.7453 0.11 -0.07 0.24 -0.2289
O 3.5509 0.2496 -4.8759 -0.10 0.05 -0.04 -0.1770
C 2.8915 1.1117 -5.7826 0.18 -0.04 -0.04 -0.1024
H -0.1386 0.6782 -8.6150 0.01 0.02 0.02 0.0865
H 0.2441 -0.8327 -7.7681 -0.06 -0.06 -0.03 0.0798
H -1.4444 -0.4429 -8.1876 0.01 -0.05 -0.01 0.0863
H -1.6536 -0.9940 -5.9646 0.06 -0.02 -0.05 0.1133
H -2.0537 0.5434 -5.1991 -0.05 -0.04 -0.02 0.1235
H -0.7627 -0.7237 -3.6229 0.01 0.02 0.03 0.1154
H 0.1823 0.6663 -4.1923 -0.13 0.03 0.09 0.1090
H 1.1586 -0.9456 -5.8040 0.00 -0.02 -0.03 0.0690
H 2.5600 -2.1646 -4.3510 0.03 -0.01 0.05 0.1184
H 1.5273 -1.7011 -3.0082 -0.02 0.04 0.02 0.1147
H 3.5253 -0.4074 -2.9778 0.02 0.02 0.00 0.1227
H 2.2281 0.7114 -3.3506 -0.06 0.02 -0.10 0.1048
H 2.1787 1.7672 -5.2755 -0.05 -0.03 0.00 0.0886
H 2.3737 0.5551 -6.5695 -0.10 0.06 0.02 0.0711
H 3.6521 1.7292 -6.2613 0.02 0.00 0.02 0.0863
```
Forces are in eV/Å.

Multiplicity = 1
Charge = -1
Relative energy (zero: lowest compared OMol25 entry of this formula, charge and spin) = 0.000 eV
Molecular weight = 729.72 g/mol
Orbital gap = 6.3549 eV

ORCA calculation (ωB97M-V with the def2-TZVPD basis set) on a molecular structure, C69H75F3InN7O3P3SSb.

Structure (XYZ):
```
163
Properties=species:S:1:pos:R:3:forces:R:3:lowdin_charge:R:1
In -0.0345 -1.0823 0.1238 0.42 -0.30 0.37 0.6353
C 2.3429 -2.5441 -2.8941 0.03 0.07 -0.10 -0.3713
C 2.1031 -3.6971 -1.9145 -0.11 -0.07 0.01 -0.3809
P 2.0015 -3.0543 -0.2004 0.21 0.18 -0.05 1.0500
C 1.7987 -4.5338 0.8336 -0.07 0.06 -0.03 -0.3575
C 2.3708 -4.5554 2.1028 0.01 0.07 0.01 -0.0833
C 2.1782 -5.6443 2.9357 -0.01 -0.03 0.00 -0.0719
C 1.4137 -6.7206 2.5085 0.00 0.02 0.01 -0.0760
C 0.8351 -6.6996 1.2491 0.00 -0.01 0.02 -0.0710
C 1.0186 -5.6077 0.4168 0.03 -0.03 -0.08 -0.0983
C 3.7415 -2.5806 0.1008 -0.06 -0.18 -0.06 -0.3646
C 4.7834 -3.4052 -0.3306 -0.04 0.00 -0.01 -0.0826
C 6.1003 -3.0253 -0.1545 0.01 0.00 -0.02 -0.0680
C 6.3977 -1.8150 0.4570 -0.02 0.01 0.01 -0.0667
C 5.3730 -1.0102 0.9196 -0.03 0.09 0.08 -0.0572
C 4.0475 -1.3967 0.7543 -0.03 0.07 0.12 -0.1051
P 0.7587 -1.6214 -3.1661 -0.25 -0.33 -0.22 1.0601
C 1.2733 -0.2989 -4.3196 0.20 -0.05 0.09 -0.3518
C 0.6208 -0.0352 -5.5214 0.06 0.00 0.09 -0.1151
C 1.0155 1.0329 -6.3152 0.05 -0.03 0.02 -0.0825
C 2.0635 1.8505 -5.9222 -0.03 -0.03 -0.01 -0.0685
C 2.7218 1.5966 -4.7272 0.02 0.00 -0.01 -0.0654
C 2.3259 0.5335 -3.9350 0.05 -0.09 -0.08 -0.1097
C -0.0936 -2.7997 -4.2724 0.15 -0.02 -0.08 -0.3834
C 0.4919 -3.3129 -5.4311 0.00 0.00 -0.04 -0.0934
C -0.1909 -4.2210 -6.2203 0.02 0.00 -0.02 -0.0704
C -1.4704 -4.6315 -5.8637 0.01 0.01 0.02 -0.0698
C -2.0602 -4.1311 -4.7164 0.01 0.03 0.00 -0.0569
C -1.3696 -3.2201 -3.9279 0.05 -0.01 0.00 -0.1148
H 3.0973 -1.8522 -2.5054 -0.03 -0.06 -0.02 0.0720
H 2.7184 -2.9228 -3.8490 -0.02 0.06 0.08 0.0858
H 2.8971 -4.4451 -1.9694 -0.07 0.06 -0.04 0.0827
H 1.1659 -4.2116 -2.1478 0.02 0.04 -0.01 0.0692
H 2.9714 -3.7191 2.4397 0.01 0.01 0.00 0.1092
H 2.6304 -5.6539 3.9171 0.02 0.00 0.06 0.1060
H 1.2677 -7.5728 3.1569 -0.01 -0.04 0.03 0.1045
H 0.2323 -7.5314 0.9142 -0.03 -0.05 -0.02 0.1069
H 0.5379 -5.5968 -0.5531 0.01 -0.01 0.02 0.0972
H 4.5737 -4.3557 -0.7989 -0.02 -0.08 -0.03 0.1031
H 6.8965 -3.6700 -0.4982 0.04 -0.04 -0.02 0.1073
H 7.4262 -1.5083 0.5794 0.05 0.03 0.02 0.1096
H 5.6037 -0.0758 1.4099 -0.01 0.08 0.06 0.1101
H 3.2418 -0.8022 1.1676 -0.03 0.06 0.07 0.0565
H -0.2076 -0.6549 -5.8393 0.06 -0.10 0.00 0.0966
H 0.5001 1.2231 -7.2479 0.00 0.02 -0.03 0.1078
H 2.3709 2.6781 -6.5444 0.02 0.06 -0.04 0.1066
H 3.5440 2.2246 -4.4125 0.03 0.04 0.02 0.1152
H 2.8544 0.3453 -3.0098 0.03 0.03 0.03 0.0916
H 1.4799 -2.9887 -5.7327 0.04 0.03 0.01 0.1093
H 0.2727 -4.6083 -7.1170 0.01 -0.02 -0.04 0.1064
H -2.0020 -5.3393 -6.4831 -0.03 -0.05 -0.03 0.1060
H -3.0545 -4.4434 -4.4328 -0.07 -0.01 0.00 0.0895
H -1.8153 -2.8369 -3.0219 0.15 0.05 -0.07 0.0447
F -1.2413 -3.6835 -0.8158 -0.10 0.01 -0.08 0.0080
C -1.3924 -2.8520 0.2605 -0.21 -0.03 -0.05 -0.6386
F -1.0525 -3.6135 1.3311 -0.07 0.22 -0.04 0.0463
F -2.7333 -2.6416 0.3768 0.28 -0.10 0.03 -0.0046
C -6.7586 -3.4678 -2.7603 0.03 -0.04 -0.03 -0.0819
C -5.4057 -3.7649 -2.8099 -0.06 0.00 -0.01 -0.0823
C -4.4741 -2.8138 -2.4227 -0.01 -0.07 0.07 -0.1409
C -4.8779 -1.5581 -1.9888 0.04 0.07 0.01 -0.3481
C -6.2367 -1.2740 -1.9258 -0.10 0.13 -0.03 -0.1075
C -7.1712 -2.2222 -2.3133 -0.01 0.01 0.00 -0.0789
Sb -3.3741 -0.1671 -1.3913 0.08 0.09 0.13 1.5775
C -3.2785 1.0833 -3.1313 -0.13 -0.05 0.06 -0.3817
C -3.8006 2.3657 -3.2606 0.09 0.07 0.05 -0.1156
C -3.5586 3.1145 -4.4051 0.02 0.01 -0.02 -0.0821
C -2.7914 2.5927 -5.4345 -0.01 0.00 -0.03 -0.0735
C -2.2605 1.3169 -5.3165 -0.11 0.03 -0.01 -0.0802
C -2.5009 0.5745 -4.1715 0.02 -0.19 -0.03 -0.1515
C -4.5846 0.9125 -0.0038 -0.01 -0.07 -0.04 -0.3646
C -5.7120 1.6626 -0.3339 0.02 0.07 -0.10 -0.1451
C -6.4965 2.2399 0.6524 -0.03 0.02 -0.01 -0.0746
C -6.1816 2.0534 1.9893 0.04 0.00 0.05 -0.0741
C -5.0787 1.2892 2.3336 -0.04 -0.06 -0.02 -0.0916
C -4.2804 0.7322 1.3432 -0.11 -0.18 0.08 -0.1633
H -7.4890 -4.2069 -3.0588 -0.03 -0.03 -0.01 0.1039
H -5.0745 -4.7409 -3.1370 0.00 -0.07 -0.01 0.0995
H -3.4258 -3.0722 -2.4299 -0.16 -0.06 0.07 0.0470
H -6.5863 -0.3124 -1.5675 0.03 -0.12 -0.03 0.0789
H -8.2246 -1.9861 -2.2593 -0.06 0.00 0.00 0.1045
H -4.3718 2.8178 -2.4638 -0.08 -0.02 0.11 0.0826
H -3.9675 4.1123 -4.4854 -0.02 0.05 -0.01 0.1049
H -2.6015 3.1803 -6.3224 0.00 0.02 -0.03 0.1056
H -1.6455 0.9033 -6.1026 -0.15 0.09 -0.01 0.0790
H -2.0545 -0.4178 -4.0888 -0.08 0.10 0.00 0.0776
H -6.0107 1.7858 -1.3674 0.08 0.07 -0.04 0.0906
H -7.3633 2.8237 0.3748 -0.03 0.03 -0.01 0.1065
H -6.7983 2.4952 2.7594 -0.02 0.02 0.03 0.1064
H -4.8393 1.1258 3.3757 0.01 -0.02 0.03 0.1022
H -3.4179 0.1375 1.6350 -0.11 0.01 0.01 0.0902
N 0.7660 -0.3000 1.7946 -0.33 0.16 0.26 -0.2474
P 0.3355 0.4689 3.0788 0.38 -0.08 -0.15 0.5657
N -0.8690 1.5920 2.8248 -0.06 -0.08 -0.11 -0.1883
C -1.7143 2.1098 3.8881 0.05 0.09 0.10 -0.1829
C -1.6441 3.6390 3.9585 0.04 -0.03 0.01 -0.1589
C -1.5523 4.2494 2.5516 0.02 0.00 0.00 -0.1763
C -2.1080 3.2761 1.5220 -0.03 0.01 -0.05 -0.1658
C -1.2535 2.0092 1.4843 0.10 0.04 -0.14 -0.2285
N 1.5704 1.3709 3.7636 -0.25 -0.19 0.11 -0.1947
C 2.7342 0.6560 4.2792 -0.11 -0.06 0.18 -0.2234
C 3.4339 1.4804 5.3587 -0.03 -0.08 -0.03 -0.1648
C 3.6153 2.9445 4.9124 -0.01 0.05 -0.01 -0.1771
C 3.3153 3.0987 3.4274 0.02 0.12 -0.06 -0.1755
C 1.8848 2.6680 3.1329 -0.03 0.08 -0.11 -0.1852
N -0.1545 -0.5197 4.3343 0.22 0.17 0.06 -0.1987
C -0.0172 -0.2125 5.7594 0.06 0.02 0.02 -0.2202
C 0.4833 -1.4362 6.5174 0.01 0.09 0.05 -0.1797
C -0.5575 -2.5598 6.4613 -0.02 -0.02 0.03 -0.1910
C -1.3584 -2.4890 5.1553 -0.01 -0.02 -0.03 -0.1745
C -0.5240 -1.8998 4.0290 -0.12 -0.11 -0.21 -0.2220
H -1.4093 1.6740 4.8343 0.01 0.00 0.04 0.0921
H -2.7462 1.7896 3.7159 -0.03 0.01 0.03 0.0941
H -0.7807 3.9405 4.5535 0.01 0.00 0.03 0.1008
H -2.5300 4.0068 4.4787 -0.06 0.01 0.03 0.1093
H -0.5115 4.4632 2.3016 0.06 0.01 0.00 0.1049
H -2.0829 5.2002 2.5103 -0.01 0.02 -0.01 0.1099
H -2.1101 3.7203 0.5249 -0.01 0.00 -0.04 0.1164
H -3.1475 3.0307 1.7585 0.08 0.06 -0.02 0.0940
H -0.3526 2.2085 0.9017 0.08 0.03 -0.04 0.0911
H -1.8084 1.2108 0.9666 0.12 0.08 -0.10 0.0438
H 3.4330 0.4203 3.4776 0.18 -0.07 -0.22 0.1020
H 2.3988 -0.3016 4.6796 0.03 0.00 0.02 0.0959
H 4.3989 1.0192 5.5786 0.01 -0.03 -0.01 0.1088
H 2.8485 1.4379 6.2797 -0.01 -0.02 0.02 0.0988
H 4.6249 3.2933 5.1311 -0.02 0.01 -0.01 0.1098
H 2.9353 3.5909 5.4727 -0.02 0.01 0.01 0.1100
H 4.0195 2.5093 2.8373 0.04 0.00 -0.04 0.1109
H 3.4501 4.1313 3.0971 0.02 -0.07 -0.01 0.1176
H 1.7305 2.6247 2.0474 0.02 -0.01 -0.02 0.1001
H 1.2011 3.4205 3.5294 -0.03 0.04 -0.01 0.0977
H -0.9805 0.0936 6.1903 0.00 0.01 0.01 0.1119
H 0.6653 0.6289 5.8672 -0.05 0.00 0.04 0.0955
H 0.7043 -1.1657 7.5512 0.01 0.01 0.00 0.1133
H 1.4233 -1.7660 6.0702 0.04 -0.01 -0.03 0.1038
H -1.2374 -2.4768 7.3115 -0.01 -0.02 0.01 0.1062
H -0.0633 -3.5290 6.5505 0.01 -0.01 -0.01 0.1055
H -2.2473 -1.8679 5.2900 -0.02 0.02 -0.01 0.1129
H -1.7070 -3.4794 4.8604 -0.02 -0.01 -0.01 0.1120
H -1.0944 -1.9148 3.1005 0.01 -0.05 0.04 0.0806
H 0.3671 -2.5192 3.8598 -0.01 -0.03 -0.04 0.1164
O 4.9327 7.6824 0.5514 0.09 -0.02 0.08 -0.3501
S 5.1505 6.3557 0.0221 -0.18 0.05 -0.18 0.3906
O 5.0585 5.2770 0.9893 0.07 -0.01 0.09 -0.3766
O 6.2200 6.2238 -0.9503 0.09 -0.01 0.09 -0.3529
C 3.6990 6.0788 -1.0411 0.08 0.17 0.09 -0.3345
N 3.2411 7.0868 -1.7864 -0.04 0.08 -0.09 0.1352
C 2.1911 6.8330 -2.5500 0.01 -0.02 0.02 -0.1122
C 1.5634 5.5921 -2.5909 0.11 -0.05 0.07 0.0062
C 2.1333 4.6171 -1.7874 -0.21 0.03 -0.14 -0.2292
N 3.1901 4.8597 -1.0288 0.05 0.03 0.02 0.1529
C 1.6233 3.2331 -1.6383 -0.07 -0.08 -0.01 -0.1126
C 2.4001 2.3377 -0.9075 0.04 -0.04 -0.04 0.0248
C 1.9122 1.0831 -0.6445 0.10 0.02 0.14 -0.1434
N 0.7078 0.6700 -1.0623 -0.06 0.09 0.17 -0.0593
C -0.0118 1.5024 -1.8146 -0.04 0.12 -0.13 -0.1480
C 0.4066 2.7790 -2.1333 -0.02 -0.03 0.08 0.0298
H 1.8233 7.6560 -3.1549 0.01 0.00 0.00 0.1096
H 0.6992 5.4219 -3.2159 -0.02 -0.04 -0.02 0.0999
H 3.3580 2.6636 -0.5252 0.01 -0.02 0.03 0.1297
H 2.4810 0.3861 -0.0505 -0.07 0.06 0.00 0.0663
H -0.9609 1.1407 -2.1712 -0.08 -0.06 -0.04 0.0457
H -0.2444 3.4046 -2.7263 -0.03 0.04 -0.04 0.1181
```
Forces are in eV/Å.

Multiplicity = 1
Relative energy (zero: lowest compared OMol25 entry of this formula, charge and spin) = 0.000 eV
Molecular weight = 1468.97 g/mol
Orbital gap = 6.6566 eV

ORCA calculation (ωB97M-V with the def2-TZVPD basis set) on C3HNO2 in the gas phase in a non-equilibrium geometry.

Structure (XYZ):
```
7
Properties=species:S:1:pos:R:3:forces:R:3:lowdin_charge:R:1
O -1.3096 -1.5805 -0.0878 0.46 0.61 0.09 0.1137
C -1.1574 -0.3966 0.0010 -0.08 -0.45 -0.07 -0.1716
C 0.1660 0.4023 0.0206 -0.05 0.68 -0.10 -0.3197
O 0.0348 1.6012 -0.0097 0.06 -0.38 0.06 0.1423
C 1.5482 -0.1190 0.0286 0.81 -0.09 -0.07 -0.0909
N 2.6973 -0.2534 0.0033 -1.21 -0.17 0.06 0.1902
H -1.9792 0.3459 0.0441 0.01 -0.19 0.02 0.1360
```
Forces are in eV/Å.

Multiplicity = 1
Relative energy (zero: lowest compared OMol25 entry of this formula, charge and spin) = 0.189 eV
Molecular weight = 83.05 g/mol
Orbital gap = 9.4063 eV
SMILES = N#CC(=O)C=O